Record 1
87
Properties=species:S:1:pos:R:3:forces:R:3 method="wB97M-V/def2-TZVPD" charge=+1 orbital_gap_ev="6.893 / 6.800" e_homo_ev="-10.5159 / -10.5420" e_tot_ev=-131058.637 multiplicity=2 lumo_ev="-3.62 / -3.74" s2=0.754
Os 1.092 -1.242 0.240 -0.8587 0.1186 -0.4767
N 3.156 4.751 5.920 -0.0341 0.0624 -0.0412
C 3.102 3.608 5.170 0.0068 -0.0423 -0.0239
C 2.070 2.678 5.362 0.0160 0.0211 -0.0362
C 2.004 1.541 4.586 -0.1003 -0.1195 -0.0015
C 2.959 1.323 3.596 0.0744 0.0034 0.1882
C 3.992 2.235 3.393 0.0079 -0.0423 0.0891
C 4.062 3.367 4.173 -0.0202 -0.0148 0.0545
S 2.954 -0.177 2.728 0.0055 0.0718 -0.0737
O 4.287 -0.487 2.303 -0.1282 0.0148 0.0640
O 2.143 -1.132 3.426 0.0402 -0.0823 0.0274
N 2.060 0.097 1.332 -0.0742 -0.0570 -0.1223
C 2.477 0.891 0.283 0.1370 0.0329 0.0331
N 2.040 0.276 -0.850 0.3403 -0.0446 0.1732
C 2.230 0.881 -2.023 -0.0050 0.0668 0.0038
C 2.887 2.091 -2.058 0.0250 -0.0548 0.0166
C 3.335 2.611 -0.843 0.0817 -0.0765 -0.0756
N 3.139 2.025 0.336 0.0173 -0.1861 -0.0298
H 2.595 4.814 6.751 0.0160 -0.0075 0.0063
H 4.001 5.294 5.918 0.0089 -0.0178 0.0252
H 1.333 2.845 6.137 -0.0096 0.0060 0.0115
H 1.225 0.802 4.759 0.1553 0.1574 -0.0324
H 4.742 2.039 2.641 0.0093 -0.0067 0.0035
H 4.867 4.076 4.026 0.0097 0.0075 0.0063
H 1.861 0.381 -2.909 0.0131 -0.0056 0.0010
H 3.064 2.607 -2.989 -0.0006 0.0032 -0.0026
H 3.879 3.548 -0.819 0.0288 -0.0810 -0.0279
C -5.781 5.265 0.664 0.0024 -0.0062 0.0022
C -4.526 5.835 0.515 0.0028 0.0012 -0.0002
C -3.387 5.072 0.736 -0.0106 0.0001 0.0009
C -3.497 3.734 1.110 0.0475 0.0538 0.0137
C -4.765 3.171 1.259 0.0038 -0.0157 -0.0063
C -5.902 3.933 1.036 -0.0075 0.0105 0.0030
Ge -1.915 2.660 1.387 -0.1228 -0.0003 -0.0619
C -0.252 3.613 1.080 0.0728 -0.0201 -0.0001
C 0.112 4.011 -0.209 0.0062 0.0776 0.0010
C 1.286 4.720 -0.422 -0.0816 0.1243 0.0799
C 2.112 5.036 0.650 -0.1723 0.0946 0.0443
C 1.763 4.642 1.933 0.0385 0.1222 0.0068
C 0.589 3.932 2.146 -0.0364 -0.0559 0.0048
C -1.969 1.642 3.027 0.0367 -0.0322 0.0006
C -1.139 0.534 3.203 -0.0706 0.0528 -0.0407
C -1.224 -0.235 4.351 -0.0070 -0.0251 0.0722
C -2.125 0.109 5.350 -0.0174 0.0498 -0.0080
C -2.945 1.219 5.195 0.0360 -0.0321 -0.0071
C -2.873 1.979 4.034 -0.0047 -0.0225 0.0317
H -6.669 5.860 0.492 0.0002 -0.0004 -0.0008
H -4.432 6.874 0.228 -0.0013 0.0003 0.0011
H -2.409 5.525 0.618 0.0005 0.0036 0.0021
H -4.871 2.133 1.554 -0.0003 -0.0011 -0.0025
H -6.882 3.489 1.153 0.0008 0.0006 -0.0008
H -0.532 3.789 -1.053 0.0079 -0.0086 -0.0009
H 1.547 5.042 -1.423 -0.0098 0.0029 0.0034
H 3.023 5.598 0.487 0.0078 0.0267 0.0013
H 2.402 4.895 2.772 -0.0825 -0.0330 -0.0851
H 0.330 3.623 3.153 0.0084 0.0074 -0.0106
H -0.420 0.260 2.440 0.0195 -0.0061 -0.0153
H -0.579 -1.097 4.467 0.0235 0.0047 -0.0031
H -2.190 -0.489 6.250 -0.0055 -0.0024 0.0023
H -3.647 1.489 5.972 -0.0019 -0.0024 0.0042
H -3.531 2.832 3.912 0.0113 -0.0040 0.0038
C -1.400 -1.320 -2.691 0.0131 -0.0320 0.0023
C -1.190 -2.344 -1.598 0.0204 -0.0221 -0.0084
O 0.210 -2.552 -1.262 -0.1078 -0.1339 0.1038
C 0.969 -3.198 -2.316 0.0101 0.0813 -0.0225
C 2.348 -3.583 -1.843 0.0010 -0.0339 -0.0251
H -2.470 -1.190 -2.848 -0.0055 0.0106 0.0226
H -0.967 -1.637 -3.639 -0.0110 -0.0074 -0.0138
H -0.988 -0.351 -2.412 0.0328 0.0113 -0.0116
H -1.592 -3.318 -1.885 0.0114 -0.0071 0.0167
H -1.659 -2.040 -0.665 -0.0279 0.0192 0.0056
H 1.025 -2.520 -3.170 0.0024 0.0141 -0.0020
H 0.394 -4.077 -2.612 -0.0029 0.0059 -0.0045
H 2.936 -2.712 -1.551 -0.0020 -0.0015 0.0029
H 2.865 -4.073 -2.668 0.0041 0.0056 -0.0010
H 2.308 -4.270 -1.001 0.0024 0.0035 -0.0140
C 0.316 -4.294 2.589 -0.0108 0.0065 0.0102
C 0.591 -3.152 1.693 -0.0080 0.1170 0.1284
O -0.219 -2.186 1.496 0.1488 -0.2245 0.0578
O 1.681 -3.010 1.050 0.2976 0.1347 -0.0345
H -0.678 -4.690 2.386 0.0011 0.0019 0.0081
H 0.334 -3.927 3.617 0.0127 0.0037 -0.0037
H 1.075 -5.062 2.468 0.0003 -0.0027 -0.0065
F -2.713 0.230 0.033 0.1435 -0.0125 0.0340
C -1.915 1.306 -0.125 -0.4843 0.3505 0.3394
F -2.242 1.844 -1.315 0.0920 -0.0315 -0.1140
F -0.638 0.818 -0.278 0.4095 -0.3488 -0.2665


Record 2
87
Properties=species:S:1:pos:R:3:forces:R:3 method="wB97M-V/def2-TZVPD" charge=0 orbital_gap_ev=10.456 e_homo_ev=-9.7875 smiles=CCO.CCO.CCO.CCO.CCO.CCO.CCO.CCO.CCO.CO e_tot_ev=-41114.756 multiplicity=1 lumo_ev=0.67
C 1.014 -3.787 -1.208 1.2658 1.7504 -0.0413
C 0.147 -3.802 0.062 1.2206 1.1696 -1.3657
O -1.201 -3.546 -0.341 -0.4087 -0.2783 1.6183
H 2.089 -3.899 -1.017 -0.1839 -0.6292 0.3439
H 1.094 -2.775 -1.673 -0.7064 -0.4015 0.4112
H 0.736 -4.449 -2.013 -0.3414 -0.6187 0.0799
H 0.500 -2.938 0.725 -0.6380 -1.4931 -0.7160
H 0.303 -4.777 0.555 -0.6854 0.4112 0.0878
H -1.326 -3.453 -1.280 0.4799 -0.0735 -0.4906
C 3.199 -1.974 -4.112 1.0695 -0.0980 0.0626
C 3.661 -1.178 -2.873 0.2384 0.5747 0.2881
O 2.669 -0.772 -1.891 0.9968 -1.3901 -0.5265
H 3.997 -1.865 -4.872 -0.1215 -0.3156 0.4206
H 2.360 -1.554 -4.607 -1.0482 0.6007 -0.1367
H 2.993 -3.051 -3.980 0.2038 0.5410 0.3349
H 4.224 -0.272 -3.167 -0.4990 -0.1573 -0.3543
H 4.448 -1.723 -2.350 -0.3894 -0.3502 0.2785
H 2.175 -0.053 -2.268 -0.4224 0.6996 -0.4806
C -1.216 0.939 4.729 -0.1650 -0.8138 0.3455
C -0.393 -0.152 4.007 0.0867 0.8887 0.7326
O -0.958 -0.397 2.751 -2.0657 0.2801 -0.1113
H -1.194 0.926 5.836 -0.0818 -0.6410 -0.5128
H -2.247 0.898 4.362 0.0725 -0.0302 0.2984
H -0.829 1.902 4.514 0.2981 0.9754 -0.6609
H -0.363 -1.082 4.584 0.1936 0.0955 0.0848
H 0.593 0.236 3.778 0.4184 -0.1927 0.7596
H -0.304 -0.729 2.165 1.0665 -0.4824 -0.5769
C -5.466 -2.411 0.993 1.3983 2.0152 -1.2937
C -3.993 -2.752 1.222 -0.6398 -1.2736 -0.7202
O -3.230 -1.795 0.495 -0.1470 -0.4640 0.3858
H -5.534 -1.281 1.122 -0.1134 -1.2676 -0.1979
H -6.068 -2.831 1.740 -1.1112 -0.8747 0.7790
H -5.765 -2.655 -0.052 -0.0227 0.0666 0.8888
H -3.754 -3.811 0.839 -0.3114 1.4202 0.5377
H -3.782 -2.738 2.296 0.2306 0.1803 -0.0645
H -2.379 -2.235 0.392 0.4909 0.1959 -0.3456
C 2.036 -3.211 3.139 1.0810 2.1675 1.5465
C 2.935 -1.935 3.030 -1.9828 -0.4455 1.1016
O 2.047 -0.962 2.423 0.8761 -0.7782 -0.1135
H 1.130 -2.838 3.631 0.0205 -0.5479 0.0091
H 2.520 -4.001 3.697 -0.0639 -0.2181 0.1066
H 1.815 -3.486 2.153 -0.3304 -0.7140 -1.2620
H 3.819 -2.153 2.470 0.5252 0.1515 -0.7225
H 3.235 -1.504 4.002 -0.0518 -0.5397 -0.1619
H 2.630 -0.422 1.903 0.0555 0.9041 -0.6376
C -2.496 4.449 1.602 0.8427 -0.4999 1.2648
C -2.183 3.176 0.889 1.1238 -0.3754 -0.0002
O -1.473 2.304 1.801 0.2961 0.6173 -0.2303
H -2.824 4.148 2.592 -0.4446 -0.0001 0.1893
H -3.243 5.054 1.164 -0.6961 0.6052 -0.7158
H -1.610 5.007 1.811 0.6686 0.6876 -0.1277
H -1.496 3.275 0.025 -0.6390 0.2444 0.1552
H -3.121 2.776 0.595 -0.5948 -0.9589 -0.5533
H -1.880 1.446 1.918 -0.3899 -0.4049 -0.0592
C 5.348 1.215 -0.238 0.5781 0.6227 0.7301
C 4.178 2.144 -0.649 3.1026 1.0289 -0.4881
O 3.381 2.457 0.453 -0.4710 -0.3651 0.2519
H 6.100 1.658 0.475 -0.8600 0.1386 -0.7181
H 5.962 0.912 -1.137 -1.0034 -0.1605 0.9627
H 4.886 0.437 0.376 0.3035 -0.6465 -0.6479
H 3.758 1.654 -1.513 -1.0877 -0.0395 -0.0053
H 4.691 3.078 -1.019 -0.7093 -0.5249 0.0576
H 2.478 2.670 0.189 0.1039 -0.1825 -0.1207
C 0.808 4.038 -2.829 -0.4620 1.2419 -0.3906
C 0.377 2.689 -3.470 0.3051 2.8514 1.2206
O 0.879 1.613 -2.801 0.8499 -1.9089 -0.6360
H 0.410 4.910 -3.458 0.7353 -1.1723 0.7061
H 1.896 4.113 -2.725 -0.0578 -0.0159 -0.4173
H 0.446 4.270 -1.801 -0.2355 -0.7074 -0.5912
H 0.712 2.663 -4.459 1.0896 -0.1217 -1.5522
H -0.670 2.752 -3.614 -1.5911 -0.5546 0.4694
H 0.709 1.631 -1.873 -0.6182 0.2261 1.5101
C -3.146 1.448 -2.590 -0.6784 -0.4971 -2.1391
C -4.414 1.022 -1.861 0.0195 0.9587 0.7398
O -4.163 0.814 -0.466 -0.0766 -1.0256 0.1731
H -2.546 2.168 -2.107 0.5085 0.7162 1.1063
H -3.405 1.942 -3.564 -0.0699 -0.4500 0.6196
H -2.508 0.605 -2.881 -0.0673 -0.0036 0.3355
H -4.832 0.133 -2.344 -0.1554 0.1549 0.1246
H -5.152 1.867 -1.867 0.4377 -0.8076 -0.3630
H -4.155 -0.139 -0.206 0.3006 0.9062 -0.5413
C -0.045 -0.385 -0.243 -1.1247 1.2644 1.6219
O 0.359 0.978 0.002 1.0497 0.0356 -0.7238
H -1.192 -0.342 -0.202 1.6212 -0.8635 -0.4068
H 0.426 -0.627 -1.180 -0.4961 -0.3236 -0.4536
H 0.414 -1.071 0.518 -0.5755 0.6046 -0.6252
H -0.031 1.401 0.778 -0.5897 -0.2939 0.2594


Record 3
13
Properties=species:S:1:pos:R:3:forces:R:3 method="wB97M-V/def2-TZVPD" charge=0 orbital_gap_ev=10.109 e_homo_ev=-9.6049 e_tot_ev=-9373.509 multiplicity=1 lumo_ev=0.50
C 3.048 0.047 -0.522 -1.2771 0.2796 -0.8570
C -0.681 -1.216 1.468 0.2377 -0.1283 -1.8598
C -0.712 -0.541 0.341 -1.5702 -0.0443 0.1791
C -0.938 -0.502 -1.159 0.4224 -2.0524 0.6840
C -0.914 0.726 1.186 0.6924 -1.6044 -0.4047
O 2.482 0.262 -1.506 0.0216 0.0921 -0.7338
O 3.514 -0.154 0.499 1.2199 -0.3825 1.6220
H -0.412 -1.392 -1.600 -0.4728 1.0195 0.0730
H -0.596 0.423 -1.588 0.2795 0.2355 -0.1697
H -2.014 -0.622 -1.362 0.3530 0.1228 0.1108
H -1.743 1.333 1.093 -2.4541 0.4965 -0.6718
H -0.099 1.318 0.973 2.1630 1.3543 0.2662
H -0.935 0.317 2.177 0.3847 0.6116 1.7617


Record 4
15
Properties=species:S:1:pos:R:3:forces:R:3 method="wB97M-V/def2-TZVPD" charge=0 orbital_gap_ev=9.012 e_homo_ev=-8.8417 e_tot_ev=-10312.939 multiplicity=1 lumo_ev=0.17
N 2.412 1.353 -0.444 0.0444 -0.0840 0.0679
C 1.170 0.814 -0.188 0.0621 -0.0647 -0.0790
O 0.586 1.318 0.859 0.0563 -0.0385 -0.1220
N 0.603 -0.092 -0.926 0.0697 0.1650 0.1104
C -1.258 -1.194 -0.350 -0.0135 -0.2954 -0.0331
C -1.883 -0.820 0.912 -0.0169 -0.2489 -0.0881
O -1.665 0.500 0.519 0.0935 0.3525 0.1631
H 2.802 1.876 0.326 -0.0409 -0.0441 -0.0894
H 3.068 0.783 -0.954 -0.0970 0.0814 0.0391
H 1.155 -0.381 -1.728 -0.0395 0.0289 0.0732
H -0.460 -1.919 -0.422 -0.0973 0.1120 0.0243
H -1.818 -0.990 -1.253 0.0562 -0.0015 0.1231
H -1.320 -1.141 1.801 -0.0856 0.0744 -0.1118
H -2.944 -1.082 1.034 0.1488 0.0136 -0.0361
H -0.447 0.977 0.815 -0.1405 -0.0507 -0.0416